The following is a quantum chemistry calculation of a molecular structure, C35H46Br2N9NaO5PS in a non-equilibrium geometry, from the Open Molecules 2025 dataset.

Output
HOMO-LUMO gap (alpha / beta)	4.663 / 4.057	eV
lowest unoccupied orbital energy (alpha / beta)	0.0620 / 0.0618	Ha
net charge	-1
HOMO energy (alpha / beta)	-2.977 / -2.377	eV

CARTESIAN COORDINATES (ANGSTROEM)
Na -1.04979 1.63543 1.23382
S -7.19258 5.69731 -1.02354
N -5.60569 5.96237 -1.21458
C -4.98301 4.95294 -0.63138
C -3.54790 4.77737 -0.55286
C -2.71085 5.74010 -1.12022
C -1.35102 5.58333 -1.04043
C -0.87367 4.45300 -0.38740
N -1.65076 3.53598 0.15178
C -2.99432 3.65230 0.09336
C -3.93333 2.63229 0.71097
N -3.47175 1.55464 1.34359
C -4.28740 0.68476 1.89322
C -5.67128 0.81667 1.85279
C -6.19138 1.91096 1.20475
C -5.32719 2.84015 0.62538
C -5.85965 4.00105 -0.05043
N -7.13810 4.30238 -0.20223
H -3.16590 6.59152 -1.60916
H -0.66372 6.30123 -1.46560
H 0.19144 4.26743 -0.29981
H -3.80884 -0.14776 2.39723
H -6.30681 0.07737 2.32054
H -7.25707 2.08493 1.13239
Br 1.95011 2.29999 0.90214
C 2.04394 3.52414 2.41416
Br 0.23867 3.51931 3.18853
H 2.29137 4.50862 2.03849
H 2.75178 3.14000 3.13681
O -2.16205 2.44841 3.41524
O -2.80128 2.97022 4.44195
O -0.52217 -0.40537 2.38016
P 0.52304 -1.44823 2.26712
N 2.03744 -0.91453 2.63989
C 3.35597 -1.50060 2.37761
C 4.25286 -0.94227 3.48548
C 3.57155 0.36587 3.87409
C 2.09286 0.01794 3.78160
N 0.10802 -2.60745 3.39946
C 0.81786 -3.87326 3.48556
C 0.09538 -4.59724 4.61640
C -1.36144 -4.19160 4.38830
C -1.28105 -2.74984 3.86530
N 0.61007 -2.16538 0.79612
C 1.72010 -2.82684 0.09525
C 1.03805 -3.74617 -0.92163
C -0.32204 -3.09444 -1.15021
C -0.69113 -2.57022 0.22891
H 3.71945 -1.19650 1.39222
H 3.34324 -2.59098 2.40234
H 5.27838 -0.81100 3.13981
H 4.26779 -1.62285 4.34065
H 3.82182 1.14369 3.14929
H 3.84789 0.71411 4.86956
H 1.44651 0.87507 3.60041
H 1.74681 -0.46580 4.70454
H 1.87831 -3.71602 3.69867
H 0.74710 -4.45772 2.55368
H 0.44900 -4.22002 5.57857
H 0.25179 -5.67628 4.59149
H -1.96636 -4.26168 5.29219
H -1.81072 -4.84336 3.63532
H -1.49124 -2.01263 4.64207
H -1.99916 -2.57410 3.06214
H 2.35384 -3.40598 0.76932
H 2.34325 -2.09329 -0.42251
H 0.90904 -4.74750 -0.49872
H 1.63411 -3.83165 -1.83009
H -1.07010 -3.78974 -1.53374
H -0.23421 -2.26347 -1.84735
H -1.14819 -3.37180 0.83082
H -1.37336 -1.72320 0.19898
O -2.03090 0.29532 -0.54493
C 1.19732 -0.55475 -6.98834
C 1.97910 0.15786 -5.88900
N 2.66393 -0.74355 -4.98108
C 3.88849 -1.34998 -5.47430
C 5.10224 -0.43909 -5.32464
C 2.42555 -0.82849 -3.61923
O 3.27891 -1.36335 -2.90224
C 1.19152 -0.27505 -3.05937
C -0.11233 -0.37681 -3.62390
C -1.19298 0.05642 -2.91338
C -1.00634 0.66549 -1.64157
N 0.25418 0.78603 -1.09707
C 1.26585 0.30999 -1.77942
H 0.63621 0.16885 -7.58304
H 0.49422 -1.27201 -6.56629
H 1.86166 -1.09705 -7.66372
H 1.32470 0.80170 -5.30742
H 2.72438 0.81327 -6.35679
H 3.73649 -1.61714 -6.52355
H 4.05544 -2.26964 -4.91640
H 4.98576 0.48071 -5.90179
H 6.00704 -0.94147 -5.67379
H 5.23061 -0.18083 -4.27426
H -0.26442 -0.84678 -4.58716
H -2.19637 -0.03385 -3.31281
H -2.20246 1.15530 -1.00737
H 2.24990 0.37281 -1.31571


The following is a quantum chemistry calculation of a molecular structure, C35H46CoN4OPS, from the Open Molecules 2025 dataset.

Output
HOMO-LUMO gap (alpha / beta)	6.996 / 6.911	eV
lowest unoccupied orbital energy (alpha / beta)	-0.1180 / -0.1258	Ha
net charge	+1
HOMO energy (alpha / beta)	-10.205 / -10.335	eV
multiplicity	4

CARTESIAN COORDINATES (ANGSTROEM)
Co -0.10264 -0.26519 0.41971
C -1.93456 -3.76652 -1.53660
C -1.74621 -2.65089 -0.71911
N -0.60908 -1.98040 -0.66790
C 0.41513 -2.38517 -1.45852
C 0.33536 -3.52844 -2.26830
C -0.88743 -4.22038 -2.29951
C 1.48379 -3.92921 -3.02297
C 2.62703 -3.21001 -2.98891
C 2.71749 -2.00486 -2.22183
C 3.85957 -1.18382 -2.19679
C 3.84160 -0.03223 -1.45206
C 2.68542 0.30570 -0.74187
N 1.60082 -0.44388 -0.75578
C 1.61045 -1.59098 -1.46802
H -2.89458 -4.26210 -1.54751
H -2.54312 -2.30636 -0.07029
H -0.99119 -5.09785 -2.92499
H 1.41698 -4.82694 -3.62442
H 3.49526 -3.52372 -3.55444
H 4.73374 -1.46815 -2.76838
H 4.70090 0.62115 -1.40836
H 2.64045 1.20699 -0.14338
C -1.98489 0.30414 6.25075
C -0.57952 0.20425 5.73881
C 0.50563 0.15451 6.60196
C 1.75929 0.05582 6.02091
N 1.93174 -0.00709 4.70904
C 0.83312 0.04327 3.95185
S 1.19186 -0.04627 2.23523
N -0.40921 0.16131 4.41359
H -2.00215 0.29163 7.33845
H -2.57932 -0.53121 5.87787
H -2.45203 1.22710 5.90464
H 0.37536 0.19171 7.67399
H 2.66005 0.02378 6.62438
O -1.07747 1.37369 -0.23013
P -2.15581 2.26458 0.36590
C -2.74107 1.47254 1.92766
C -2.76118 -0.05514 1.88804
C -4.05665 -0.67969 1.38195
C -5.24455 -0.13660 2.17264
C -5.29823 1.38446 2.06495
C -4.01188 2.02865 2.58273
C -1.36934 3.87774 0.77679
C -2.30140 5.02170 1.21324
C -1.48997 6.11060 1.91495
C -0.93158 5.60008 3.25247
C -0.59850 4.09848 3.19427
C -0.20862 3.67501 1.77919
C -3.47779 2.57157 -0.87813
C -3.03220 3.59776 -1.93280
C -1.97447 3.04027 -2.88794
C -2.38507 1.67282 -3.48086
C -3.80283 1.28009 -3.06786
C -3.90613 1.23726 -1.54218
H -1.87749 1.72328 2.55758
H -2.56309 -0.39597 2.89869
H -1.90193 -0.39557 1.29054
H -4.00166 -1.76612 1.49153
H -4.20972 -0.45998 0.32250
H -5.14983 -0.42743 3.22354
H -6.17167 -0.56963 1.79278
H -6.14144 1.76934 2.64107
H -5.46592 1.66386 1.01940
H -3.93620 1.83560 3.65673
H -4.07886 3.10882 2.46062
H -0.92666 4.13941 -0.19142
H -3.07021 4.67327 1.90328
H -2.81719 5.44317 0.34904
H -2.11956 6.98418 2.08601
H -0.67479 6.42611 1.25858
H -1.66655 5.76840 4.04221
H -0.04357 6.17511 3.51883
H -1.46504 3.52227 3.52890
H 0.21638 3.86220 3.87956
H 0.13973 2.63939 1.76603
H 0.63625 4.28995 1.46012
H -4.30864 3.00480 -0.31162
H -2.65663 4.50406 -1.45923
H -3.91681 3.89288 -2.49984
H -1.02980 2.93025 -2.35149
H -1.80955 3.76994 -3.68144
H -1.70050 0.90104 -3.11725
H -2.30583 1.68951 -4.56816
H -4.04579 0.29314 -3.46584
H -4.53200 1.97657 -3.48658
H -3.24157 0.43391 -1.20952
H -4.92357 0.97491 -1.24849


The following is a quantum chemistry calculation of a molecular structure, C35H46MoN4P2S4Si2, from the Open Molecules 2025 dataset.

Output
HOMO-LUMO gap	5.833	eV
lowest unoccupied orbital energy	-0.2741	Ha
net charge	+2
HOMO energy	-13.293	eV

CARTESIAN COORDINATES (ANGSTROEM)
Mo -0.74600 0.27306 -0.93056
C 4.01718 -0.38965 -1.38212
Si 2.32084 -1.08463 -1.08647
C 1.56527 -1.69099 -2.68436
C 2.45202 -2.53883 0.06734
N 1.18083 0.13234 -0.41431
P 1.12795 1.30080 0.78363
C -0.59583 1.29595 0.99564
P -1.50456 -0.04151 1.60661
N -1.53313 -1.05537 0.22561
Si -2.41592 -2.64207 -0.07775
C -1.55515 -3.43883 -1.52531
C -2.14567 -3.73513 1.40379
C -4.23089 -2.30126 -0.33759
C -3.15931 0.43843 2.06357
C -3.51748 1.78593 2.08998
C -4.79597 2.15285 2.48725
C -5.71215 1.18030 2.85082
C -5.35354 -0.16413 2.84151
C -4.07976 -0.53405 2.45863
C -0.83736 -0.95690 2.97965
C -1.26415 -0.65691 4.27238
C -0.67048 -1.29562 5.34877
C 0.33507 -2.22940 5.13801
C 0.75613 -2.53133 3.84998
C 0.17116 -1.88933 2.77260
C 2.22858 1.07265 2.17870
C 3.60070 1.27579 1.99191
C 4.47728 1.14185 3.05207
C 3.99410 0.84557 4.32109
C 2.63397 0.69083 4.52518
C 1.75574 0.79506 3.45796
C 1.55578 2.88247 0.05110
C 2.65835 3.02281 -0.79019
C 3.00060 4.26824 -1.28592
C 2.23269 5.37837 -0.95735
C 1.13020 5.24369 -0.13155
C 0.79026 3.99874 0.37662
H 4.63530 -1.20891 -1.74621
H 4.04815 0.38814 -2.13966
H 4.48892 -0.02736 -0.47239
H 1.97402 -2.66843 -2.92933
H 0.47754 -1.82781 -2.64237
H 1.77931 -1.01850 -3.50697
H 3.04788 -3.29562 -0.44151
H 2.95162 -2.30302 1.00348
H 1.48876 -3.00024 0.28367
H -0.53043 -3.71880 -1.27485
H -2.08813 -4.36085 -1.74883
H -1.54638 -2.86458 -2.44750
H -1.13297 -4.13147 1.43562
H -2.36071 -3.28963 2.37223
H -2.82060 -4.58223 1.28368
H -4.44001 -1.25783 -0.57620
H -4.59689 -2.90741 -1.16415
H -4.80858 -2.56509 0.54419
H -2.79006 2.53965 1.81915
H -5.06955 3.19673 2.51370
H -6.70706 1.46688 3.15525
H -6.06505 -0.91790 3.14716
H -3.80471 -1.58208 2.48579
H -2.05554 0.06022 4.44476
H -0.99983 -1.07361 6.35200
H 0.78578 -2.73007 5.98225
H 1.53294 -3.26311 3.69023
H 0.50126 -2.10977 1.77118
H 3.99821 1.56487 1.02655
H 5.53292 1.29852 2.89811
H 4.67969 0.75881 5.15121
H 2.25156 0.49966 5.51540
H 0.69597 0.69023 3.64430
H 3.24473 2.15891 -1.07222
H 3.86035 4.37748 -1.92784
H 2.49559 6.34981 -1.34966
H 0.53203 6.10533 0.12143
H -0.07645 3.89285 1.01669
S -4.20248 2.09392 -3.32015
C -3.15624 1.35588 -2.37031
S -2.31714 1.97833 -0.95746
S -2.50648 -0.27695 -2.50990
C 1.96409 1.14781 -6.52577
N 1.55282 1.27506 -5.13111
C 0.46303 0.82691 -4.51046
S 0.22281 1.58197 -2.94319
N -0.40225 -0.02493 -5.01234
C -0.41354 -0.77905 -6.25769
H 2.98312 1.52274 -6.58759
H 1.32536 1.74212 -7.17903
H 1.97003 0.10804 -6.83917
H 2.06919 1.94622 -4.57907
H -1.18582 -0.20625 -4.38570
H -0.32279 -0.12720 -7.12300
H -1.38383 -1.26662 -6.30767
H 0.36317 -1.54152 -6.26563


E (Eh)
-8280.1906; -3777.8376; -4502.6083